Computed, not measured: a structure of composition C3H6NOP at a distorted geometry, with wB97M-V/def2-TZVPD.

As for the HOMO energy: -8.70 eV. The calculation puts the relative energy (zero: lowest compared OMol25 entry of this formula, charge and spin) at 45.51 kcal/mol. The value obtained for the total energy is -16032.2323 eV. The calculation puts the molar mass at 103.1 g mol⁻¹. Its LUMO energy is -0.20 eV.

```
! RIJCOSX wB97M-V def2-TZVPD def2/J DEFGRID3
* xyz 0 1
C 0.364 -0.848 -0.044
C -0.316 0.413 -0.395
C 1.842 -0.735 0.212
N 0.170 1.436 -0.877
O -0.263 -1.872 0.034
P -2.633 -0.001 0.052
H 2.169 0.299 0.174
H 2.082 -1.175 1.178
H 2.359 -1.309 -0.554
H -0.426 2.233 -1.067
H -2.410 0.201 1.417
H -2.938 1.357 -0.130
*
```